28
Properties=species:S:1:pos:R:3:forces:R:3 method="wB97M-V/def2-TZVPD" charge=+1 gap_ev=8.57 e_tot_ha=-478.63629 multiplicity=1
O 1.74313 1.32786 0.52042 -0.15 -0.19 -0.07
N 3.40281 -0.11960 1.08602 -0.01 -0.01 0.00
N -2.64213 1.22185 -0.21417 -0.01 -0.05 -0.25
N -3.62888 0.79366 -1.20220 -0.02 0.04 0.14
C 2.60397 -1.28068 0.74239 -0.01 0.01 -0.01
C -1.27734 0.81534 -0.61250 0.23 0.00 0.13
C -4.33815 -0.46902 -0.79837 -0.02 0.01 -0.10
C -1.11878 -0.68131 -0.79288 -0.06 0.00 0.00
C 4.75108 -0.31345 1.58644 0.00 0.00 -0.01
C 2.87252 1.10233 0.93037 0.03 0.12 0.04
H -0.63075 1.13877 0.20367 -0.02 0.09 -0.02
H -4.32693 1.53334 -1.28043 0.05 0.01 -0.02
H 3.18595 -2.17858 0.93333 -0.01 0.00 0.00
H -3.82421 -1.32032 -1.22850 0.06 -0.01 0.08
H 5.36691 -0.83379 0.85170 0.00 0.01 -0.01
H -5.35715 -0.42624 -1.17350 -0.01 0.01 -0.01
H 1.69099 -1.31286 1.33890 0.00 0.00 0.01
H -3.19766 0.68230 -2.12610 -0.04 0.04 -0.02
H -1.60349 -1.06279 -1.69565 0.00 0.00 0.00
H -0.05718 -0.89664 -0.89201 0.01 0.00 0.00
H -0.94300 1.35626 -1.50562 -0.06 -0.03 -0.05
H 4.74223 -0.89378 2.50998 -0.01 0.01 0.01
H -4.31945 -0.50629 0.28468 -0.03 0.00 0.01
H 5.20132 0.65558 1.79116 0.01 0.00 0.00
H 2.32610 -1.25627 -0.31254 0.02 -0.01 0.00
H -1.49868 -1.22662 0.07120 0.02 0.00 0.02
H -2.68399 2.23794 -0.22884 0.02 -0.02 0.15
H 3.56073 1.91299 1.21304 -0.01 0.00 0.00

14
Properties=species:S:1:pos:R:3:forces:R:3 method="wB97M-V/def2-TZVPD" charge=+2 gap_ev=2.98 e_tot_ha=-968.63989 multiplicity=1
In 6.77392 12.65325 0.69326 -0.07 -0.10 -0.10
O 8.83042 16.00288 6.99447 0.87 0.66 -0.61
O 9.96419 16.47694 8.84385 1.18 0.70 0.47
O 6.33663 16.86271 3.44566 -0.22 -0.21 -0.68
O 8.94298 15.03237 4.75518 0.66 0.66 0.82
O 7.63525 14.19335 3.16045 -0.23 0.60 -0.11
O 7.90286 17.09933 5.02488 0.75 0.26 0.49
O 11.95129 17.44140 6.85687 -0.06 -0.24 1.22
O 10.29684 16.96646 5.44929 -0.38 -0.39 0.81
C 9.81766 16.48816 7.69532 -3.61 -2.28 1.94
C 7.98401 15.05805 3.89574 0.19 -1.52 -0.58
C 7.27791 16.51347 4.04273 -0.75 0.70 0.52
C 10.88806 17.04365 6.60598 2.43 1.73 -3.67
B 8.99292 16.29358 5.54328 -0.75 -0.58 -0.54

78
Properties=species:S:1:pos:R:3:forces:R:3 method="wB97M-V/def2-TZVPD" charge=+1 gap_ev=7.20 e_tot_ha=-4677.41702 multiplicity=1
Ta 1.09547 -0.26656 0.36370 0.39 0.32 -0.97
Te 2.13393 -1.13016 -1.89453 0.19 0.20 -0.16
Se 0.12789 -2.31565 1.25890 0.17 0.17 0.08
O 2.43457 -0.52197 1.72323 -0.64 0.82 1.02
O 3.07287 1.72435 1.01988 0.09 0.10 -0.09
O 1.24505 0.35021 3.45566 0.03 -0.17 0.70
O 2.63578 3.82458 -1.74036 -0.19 -0.21 -0.12
O 1.67652 1.89132 -1.17470 0.10 -0.41 -0.01
O -1.63218 0.11474 -2.56284 0.00 -0.17 -0.23
O 0.21599 1.74098 1.18902 0.11 -0.47 0.16
N -0.60580 0.59687 -0.50328 -0.68 0.21 -0.23
N -2.22157 1.92608 -1.26567 -0.19 0.05 -0.28
C -2.45942 -3.36113 1.41275 -0.10 0.00 -0.08
C 2.50358 -3.15970 -1.47125 -0.16 -0.24 -0.09
C 3.16033 2.97115 0.38511 -0.01 -0.12 0.08
C -1.52827 0.79776 -1.58812 0.05 0.19 0.48
C -3.79041 3.66248 1.04547 -0.04 0.00 0.00
C -0.66897 1.65229 0.30510 0.00 -0.39 -0.01
C 2.99028 1.68309 2.43822 0.16 0.07 -0.10
C 4.61424 -2.56609 -0.14684 0.00 0.06 0.00
C 2.85838 -5.84403 -0.84506 -0.03 -0.06 -0.01
C -0.36269 5.67591 -1.79988 -0.02 -0.04 0.01
C -1.16515 3.96699 -0.30332 0.03 -0.03 -0.07
C 1.82381 -5.44037 -1.68357 0.00 0.03 0.01
C -1.60711 -2.67540 0.55319 -0.17 -0.03 -0.01
C -4.06077 1.54992 2.82366 0.02 0.02 -0.03
C -1.79457 2.59777 -0.05196 0.18 0.12 0.02
C -0.98656 4.45014 -1.59150 0.03 0.04 -0.04
C 3.58710 -3.52911 -0.67498 -0.03 -0.12 -0.04
C -2.02858 -2.27905 -0.70608 0.00 -0.13 0.00
C 1.62623 -4.10982 -2.02059 0.08 -0.04 0.12
C 0.10304 6.41016 -0.72259 -0.02 -0.03 0.04
C 0.52413 -3.76574 -2.98601 0.01 0.04 0.01
C 2.41834 2.81576 -0.91707 0.02 0.40 0.03
C -4.82759 3.65839 1.96499 0.03 -0.06 0.01
C -3.75962 -3.62585 1.00510 0.07 0.01 0.02
C -0.70019 4.70901 0.77929 -0.02 -0.01 0.02
C -2.88663 2.60758 1.00903 0.05 0.04 0.08
C -4.95987 2.60470 2.85847 -0.02 0.01 0.00
C -4.19981 -3.20545 -0.24133 0.01 0.02 -0.02
C 3.73041 -4.88207 -0.36752 0.03 0.06 -0.01
C 3.03344 -7.29581 -0.49828 0.00 0.02 0.00
C 2.14797 0.45175 2.70048 0.56 -0.38 -0.65
C -3.02690 1.54952 1.89916 -0.03 -0.04 0.01
C -0.06632 5.92147 0.56852 0.03 0.04 -0.06
C -3.33310 -2.54032 -1.09774 0.01 0.00 0.03
H 0.93219 -3.55373 -3.97673 0.02 0.02 -0.02
H -4.42562 -4.16307 1.66526 -0.03 0.00 0.03
H -5.76111 2.60845 3.58459 -0.02 0.00 0.00
H 3.21032 -7.88954 -1.39515 0.01 -0.01 -0.03
H 2.46241 2.55103 2.83548 0.02 -0.01 0.03
H 3.98626 1.59450 2.87960 -0.06 0.01 0.07
H -2.33897 0.71089 1.88543 0.02 0.00 0.00
H -4.15923 0.72566 3.51609 0.00 -0.01 0.02
H -0.84715 4.34278 1.78719 -0.01 -0.02 0.03
H -2.99764 2.23053 -1.82997 -0.02 -0.02 0.05
H 4.55848 -5.18470 0.26225 0.03 -0.01 0.00
H -5.21822 -3.39999 -0.54693 -0.02 -0.03 -0.02
H -1.33409 3.87750 -2.44032 -0.01 -0.01 -0.02
H 0.58495 7.36363 -0.88346 0.03 0.04 0.00
H 5.52716 -3.10368 0.10268 0.01 0.01 0.02
H 3.87453 -7.44256 0.17563 0.02 -0.01 0.02
H -0.04672 -2.89030 -2.68228 -0.01 0.01 0.02
H 4.86906 -1.79446 -0.87422 -0.02 -0.02 -0.01
H 2.08780 3.69291 -2.53666 0.11 0.11 0.13
H 2.67574 3.77593 0.95227 -0.01 -0.05 -0.03
H 1.15396 -6.18565 -2.09585 -0.02 -0.03 -0.01
H -3.66383 -2.22065 -2.07649 -0.01 0.00 -0.03
H 0.28501 6.49640 1.41383 0.01 0.03 0.04
H -0.25126 6.05539 -2.80669 0.00 0.01 -0.02
H -5.52772 4.48098 1.98776 -0.03 0.03 0.00
H 2.13920 -7.69237 -0.01791 -0.03 0.00 0.02
H -1.35583 -1.78441 -1.38803 0.00 0.03 0.00
H 4.26890 -2.06209 0.75627 -0.06 0.05 0.05
H -3.68357 4.49350 0.35989 0.02 0.03 -0.01
H -0.17047 -4.59734 -3.08540 0.00 -0.03 -0.01
H -2.11859 -3.68698 2.38679 0.02 0.03 0.01
H 4.19680 3.26072 0.18125 -0.07 -0.02 0.05

25
Properties=species:S:1:pos:R:3:forces:R:3 method="wB97M-V/def2-TZVPD" charge=0 gap_ev=8.37 e_tot_ha=-693.12455 multiplicity=1
P -1.29871 0.41890 -1.86956 0.91 0.24 0.56
C 0.55487 0.72104 -2.28192 -0.98 -0.32 0.84
C 1.39579 -0.81529 1.22698 0.88 -1.32 -0.88
C 1.53507 0.27067 -1.20031 1.51 0.19 -2.46
C -1.33134 -1.33068 -2.41798 -0.27 0.54 -1.35
C -1.11846 1.19670 1.09018 1.14 -0.37 -0.78
C 1.12263 -0.31154 -0.12948 -3.52 1.00 1.71
C -1.16782 0.16019 -0.06794 2.44 -1.82 1.17
C -0.48822 0.45697 2.35019 -0.44 3.71 0.84
C 0.99544 0.14062 2.32907 -2.23 -1.19 -2.35
H -1.59075 -1.29543 -3.50069 1.27 0.03 0.20
H 0.80674 -1.74549 1.23944 0.21 0.06 0.59
H -0.47411 -1.94022 -2.13393 0.03 0.10 -0.27
H -2.23438 -1.81788 -2.17819 -1.14 -0.61 1.38
H 0.68557 0.23465 -3.21749 0.30 -1.33 -0.82
H 2.45487 -1.11946 1.37116 -0.29 0.18 -0.23
H 2.64594 0.34640 -1.54792 -1.83 -0.18 0.90
H 1.35079 1.08169 2.06890 1.62 1.66 0.05
H 1.32684 -0.24893 3.23563 0.60 -0.27 1.71
H 0.73131 1.69294 -2.65829 0.16 1.70 0.42
H -0.51023 1.24406 3.18336 -0.37 -0.84 -0.87
H -1.56091 -0.85815 0.31295 0.41 1.60 -0.85
H -2.04418 1.67316 1.43577 -0.40 -0.65 -0.35
H -1.21300 -0.24985 2.67841 -0.21 -1.22 0.07
H -0.57373 2.09495 0.68166 0.17 -0.88 0.77

Respective LUMO values: -3.240 -14.801 -3.687 0.905 eV.
Respective E_HOMO values: -0.434 -0.653 -0.400 -0.274 hartree.